--- i ---
Density functional theory data (wB97M-V/def2-TZVPD) for a single C10H8N2S molecule.

Bonds (Å) are listed after each position.
Geometry (Å):
1 C 0.12 -2.73 1.09  C10 1.410, N11 1.160
2 C -2.07 0.55 -1.87  C3 1.372, C4 1.399, H14 1.026
3 C -1.64 1.76 -1.39  C2 1.372, C5 1.407, H15 1.068
4 C -1.04 -0.40 -1.96  C2 1.399, C6 1.380, H16 1.150
5 C -0.36 2.03 -0.88  C3 1.407, C7 1.407, H17 1.107
6 C 0.26 -0.23 -1.54  C4 1.380, C7 1.397, H18 1.058
7 C 0.53 0.94 -0.83  C5 1.407, C6 1.397, C9 1.445
8 C 0.72 -0.80 2.35  C10 1.347, N12 1.352, H19 1.153
9 C 1.77 1.11 -0.12  C7 1.445, S13 1.526
10 C 0.84 -1.53 1.22  C1 1.410, C8 1.347, H20 1.120
11 N -0.63 -3.60 0.94  C1 1.160
12 N 1.34 0.38 2.56  C8 1.352, S13 1.809, H21 0.995
13 S 2.41 1.07 1.27  C9 1.526, N12 1.809
14 H -3.04 0.33 -2.12  C2 1.026
15 H -2.18 2.66 -1.58  C3 1.068
16 H -1.24 -1.44 -2.41  C4 1.150
17 H -0.06 3.02 -0.48  C5 1.107
18 H 0.75 -1.16 -1.40  C6 1.058
19 H 0.30 -1.19 3.34  C8 1.153
20 H 1.51 -1.33 0.34  C10 1.120
21 H 1.69 0.57 3.47  N12 0.995

Values from the calculation:
Total charge: 0
Frontier orbital gap, eV: 7.9

Electronic structure analysis, Löwdin charges in units of e:
1. C -0.271
2. C -0.070
3. C -0.091
4. C -0.079
5. C -0.032
6. C -0.072
7. C -0.326
8. C -0.213
9. C -0.421
10. C -0.160
11. N 0.131
12. N -0.264
13. S 1.032
14. H 0.077
15. H 0.097
16. H 0.137
17. H 0.124
18. H 0.085
19. H 0.163
20. H 0.089
21. H 0.064

=====

--- ii ---
Density functional theory data (wB97M-V/def2-TZVPD) for a single C10H8N2S molecule.

Bonds (Å) are listed after each position.
Geometry (Å):
1 C 2.70 -0.79 -1.34  C10 1.436, N11 1.153
2 C -2.43 0.31 -0.54  C3 1.360, C4 1.387, H14 1.079
3 C -1.90 1.11 0.41  C2 1.360, C5 1.394, H15 0.999
4 C -1.63 -0.30 -1.50  C2 1.387, C6 1.361, H16 1.104
5 C -0.53 1.37 0.44  C3 1.394, C7 1.409, H17 1.085
6 C -0.28 -0.11 -1.45  C4 1.361, C7 1.421, H18 1.018
7 C 0.29 0.85 -0.58  C5 1.409, C6 1.421, C9 1.475
8 C 2.00 -0.77 0.92  C10 1.558, N12 1.292, H19 1.132
9 C 1.70 1.26 -0.43  C7 1.475, C10 1.545, S13 1.583
10 C 2.68 0.08 -0.20  C1 1.436, C8 1.558, C9 1.545, H20 1.113
11 N 2.80 -1.47 -2.27  C1 1.153
12 N 2.61 -0.94 2.05  C8 1.292, H21 0.932
13 S 2.25 2.74 -0.33  C9 1.583
14 H -3.47 0.02 -0.59  C2 1.079
15 H -2.46 1.41 1.19  C3 0.999
16 H -2.15 -0.92 -2.25  C4 1.104
17 H -0.35 1.94 1.34  C5 1.085
18 H 0.32 -0.36 -2.24  C6 1.018
19 H 1.01 -1.08 0.47  C8 1.132
20 H 3.71 0.35 0.11  C10 1.113
21 H 2.12 -1.35 2.72  N12 0.932

Values from the calculation:
Total charge: 0
Structure (SMILES): [H]/N=C/[C@@H](C#N)C(=S)c1ccccc1
Frontier orbital gap, eV: 8.3

Electronic structure analysis, Löwdin charges in units of e:
1. C -0.223
2. C -0.078
3. C -0.067
4. C -0.065
5. C -0.032
6. C -0.037
7. C -0.260
8. C -0.157
9. C -0.731
10. C -0.306
11. N 0.188
12. N 0.157
13. S 0.843
14. H 0.107
15. H 0.068
16. H 0.124
17. H 0.119
18. H 0.073
19. H 0.135
20. H 0.150
21. H -0.008

=====

Last place for stability: i

=====

--- i ---
Density functional theory data (wB97M-V/def2-TZVPD) for 8 unconnected molecules or ions with the total composition H14NO10.

Bonds (Å) are listed after each position.
Geometry (Å):
1 N -29.69 -4.76 28.62  O2 1.229, O3 1.263, O4 1.260
2 O -30.18 -4.70 29.74  N1 1.229
3 O -28.55 -5.29 28.44  N1 1.263
4 O -30.31 -4.37 27.59  N1 1.260
5 O -26.35 -3.46 28.62  H6 0.963, H7 0.974
6 H -26.49 -2.72 28.02  O5 0.963
7 H -26.92 -4.17 28.26  O5 0.974
8 O -31.31 -7.52 28.13  H9 0.964, H10 0.963
9 H -30.53 -7.06 28.43  O8 0.964
10 H -31.78 -7.75 28.93  O8 0.963
11 O -30.73 -6.24 32.07  H12 0.975, H13 0.962
12 H -30.57 -5.51 31.44  O11 0.975
13 H -31.47 -5.93 32.61  O11 0.962
14 O -28.80 -2.89 25.42  H15 0.962, H16 0.970
15 H -29.44 -2.17 25.42  O14 0.962
16 H -28.94 -3.34 26.27  O14 0.970
17 O -27.18 -6.33 30.72  H18 0.980, H19 0.961
18 H -27.79 -6.02 30.02  O17 0.980
19 H -26.84 -7.16 30.39  O17 0.961
20 O -33.23 -4.43 28.09  H21 0.976, H22 0.962
21 H -32.29 -4.24 27.90  O20 0.976
22 H -33.59 -3.60 28.41  O20 0.962
23 O -31.46 -5.19 25.19  H24 0.976, H25 0.961
24 H -31.11 -4.71 25.96  O23 0.976
25 H -30.78 -5.84 25.00  O23 0.961

Values from the calculation:
Total charge: -1
Frontier orbital gap, eV: 10.2

Electronic structure analysis, Löwdin charges in units of e:
1. N -0.526
2. O 0.018
3. O -0.053
4. O -0.072
5. O -0.076
6. H 0.021
7. H 0.001
8. O -0.050
9. H 0.008
10. H 0.036
11. O -0.078
12. H -0.005
13. H 0.020
14. O -0.070
15. H 0.030
16. H -0.002
17. O -0.082
18. H -0.010
19. H 0.019
20. O -0.076
21. H -0.007
22. H 0.019
23. O -0.078
24. H -0.016
25. H 0.028

=====

--- ii ---
Density functional theory data (wB97M-V/def2-TZVPD) for 8 unconnected molecules or ions with the total composition H14NO10.

Bonds (Å) are listed after each position.
Geometry (Å):
1 N 7.16 17.56 19.23  O2 1.273, O3 1.236, O4 1.311
2 O 7.78 18.03 18.22  N1 1.273
3 O 7.36 16.38 19.51  N1 1.236
4 O 6.00 18.11 19.50  N1 1.311
5 O 9.41 14.53 19.89  H6 1.013, H7 1.011
6 H 8.68 15.21 19.70  O5 1.013
7 H 9.36 13.92 19.08  O5 1.011
8 O 9.95 16.23 17.75  H9 0.936, H10 0.962
9 H 10.20 15.77 18.52  O8 0.936
10 H 9.46 17.00 18.05  O8 0.962
11 O 4.34 16.28 20.58  H12 0.945, H13 0.948
12 H 3.72 16.44 19.89  O11 0.945
13 H 5.11 16.82 20.45  O11 0.948
14 O 2.92 17.32 18.51  H15 0.976, H16 0.927
15 H 3.68 17.87 18.22  O14 0.976
16 H 2.77 16.63 17.91  O14 0.927
17 O 4.74 18.57 16.99  H18 0.968, H19 0.978
18 H 5.24 18.20 16.24  O17 0.968
19 H 5.41 18.38 17.67  O17 0.978
20 O 8.07 18.10 15.18  H21 1.001, H22 0.932
21 H 7.96 18.22 16.17  O20 1.001
22 H 8.52 17.29 15.11  O20 0.932
23 O 6.87 15.41 16.78  H24 0.946, H25 1.005
24 H 6.86 14.48 16.99  O23 0.946
25 H 7.18 15.82 17.64  O23 1.005

Values from the calculation:
Total charge: -1
Frontier orbital gap, eV: 9.8

Electronic structure analysis, Löwdin charges in units of e:
1. N -0.448
2. O -0.061
3. O -0.029
4. O -0.056
5. O -0.130
6. H 0.016
7. H 0.073
8. O -0.062
9. H -0.030
10. H -0.006
11. O -0.081
12. H -0.045
13. H -0.042
14. O -0.049
15. H 0.009
16. H 0.019
17. O -0.063
18. H 0.055
19. H 0.012
20. O -0.069
21. H 0.027
22. H -0.005
23. O -0.068
24. H 0.013
25. H 0.020

=====

Last place for stability: ii

=====

--- i ---
Density functional theory data (wB97M-V/def2-TZVPD) for a gas-phase ion, C5H11N3P (charge +1).

Bonds (Å) are listed after each position.
Geometry (Å):
1 C 0.17 0.05 -0.58  N6 1.324, N7 1.378, N8 1.341
2 C -1.15 -0.16 1.34  C3 1.543, N7 1.434, H10 1.159, H11 1.085
3 C -0.33 -1.44 1.11  C2 1.543, N8 1.475, H12 1.052, H13 1.036
4 C -0.59 2.21 0.68  N7 1.511, H14 1.061, H15 1.120, H16 1.097
5 C 1.14 -2.10 -0.92  N8 1.404, H17 1.020, H18 1.156, H19 1.109
6 N 0.82 0.72 -1.52  C1 1.324, P9 1.575
7 N -0.52 0.72 0.40  C1 1.378, C2 1.434, C4 1.511
8 N 0.26 -1.24 -0.22  C1 1.341, C3 1.475, C5 1.404
9 P 0.38 1.57 -2.77  N6 1.575, H20 1.469
10 H -2.27 -0.09 1.05  C2 1.159
11 H -1.16 0.32 2.32  C2 1.085
12 H 0.31 -1.65 1.92  C3 1.052
13 H -1.01 -2.21 0.99  C3 1.036
14 H 0.35 2.62 0.44  C4 1.061
15 H -1.25 2.72 -0.06  C4 1.120
16 H -0.88 2.36 1.73  C4 1.097
17 H 1.26 -2.84 -0.23  C5 1.020
18 H 2.15 -1.55 -1.06  C5 1.156
19 H 0.84 -2.52 -1.90  C5 1.109
20 H 1.50 2.52 -2.73  P9 1.469

Values from the calculation:
Total charge: +1
Structure (SMILES): [H]/P=N/C1=[N+](C)CCN1C
Frontier orbital gap, eV: 7.5

Electronic structure analysis, Löwdin charges in units of e:
1. C -0.399
2. C -0.106
3. C -0.042
4. C 0.011
5. C -0.032
6. N -0.241
7. N -0.103
8. N -0.085
9. P 0.994
10. H 0.164
11. H 0.119
12. H 0.125
13. H 0.109
14. H 0.065
15. H 0.097
16. H 0.100
17. H 0.063
18. H 0.132
19. H 0.114
20. H -0.087

=====

--- ii ---
Density functional theory data (wB97M-V/def2-TZVPD) for a gas-phase ion, C5H11N3P (charge +1).

Bonds (Å) are listed after each position.
Geometry (Å):
1 C 0.02 -0.24 0.60  N6 1.326, N7 1.432, N8 1.365
2 C 0.23 0.92 -1.41  C3 1.529, N7 1.412, H10 1.086, H11 1.081
3 C -0.48 -0.41 -1.69  C2 1.529, N8 1.466, H12 1.069, H13 1.065
4 C 1.52 1.77 0.52  N7 1.390, H14 1.145, H15 1.111, H16 1.071
5 C -1.52 -2.07 -0.13  N8 1.423, H17 1.044, H18 1.115, H19 1.099
6 N -0.14 -0.44 1.90  C1 1.326, P9 1.584
7 N 0.67 0.84 -0.07  C1 1.432, C2 1.412, C4 1.390
8 N -0.67 -0.95 -0.34  C1 1.365, C3 1.466, C5 1.423
9 P 0.85 -0.15 3.11  N6 1.584, H20 1.507
10 H 1.07 1.08 -2.09  C2 1.086
11 H -0.44 1.66 -1.82  C2 1.081
12 H -1.38 -0.36 -2.27  C3 1.069
13 H 0.16 -1.03 -2.26  C3 1.065
14 H 1.26 2.23 1.54  C4 1.145
15 H 2.55 1.45 0.80  C4 1.111
16 H 1.52 2.55 -0.21  C4 1.071
17 H -2.39 -1.99 -0.70  C5 1.044
18 H -1.67 -2.02 0.98  C5 1.115
19 H -0.88 -2.87 -0.54  C5 1.099
20 H -0.27 0.03 4.10  P9 1.507

Values from the calculation:
Total charge: +1
Structure (SMILES): [H]/P=N/C1=[N+](C)CCN1C
Frontier orbital gap, eV: 7.2

Electronic structure analysis, Löwdin charges in units of e:
1. C -0.317
2. C -0.130
3. C -0.073
4. C -0.090
5. C 0.001
6. N -0.251
7. N -0.096
8. N -0.104
9. P 1.002
10. H 0.136
11. H 0.132
12. H 0.130
13. H 0.122
14. H 0.098
15. H 0.102
16. H 0.094
17. H 0.081
18. H 0.109
19. H 0.118
20. H -0.065

=====

Last place for stability: ii

=====

--- i ---
Density functional theory data (wB97M-V/def2-TZVPD) for a gas-phase ion, C5H12NO (charge -2).

Bonds (Å) are listed after each position.
Geometry (Å):
1 C -0.34 0.64 -2.09  O2 1.354, C3 1.549, H8 1.113, H9 1.130
2 O -0.69 1.53 -3.04  C1 1.354
3 C -0.62 1.07 -0.63  C1 1.549, C4 1.538, H10 1.119, H11 1.093
4 C -1.11 -0.03 0.33  C3 1.538, C5 1.537, H12 1.111, H13 1.104
5 C -0.21 -1.25 0.58  C4 1.537, C6 1.507, H14 1.110, H15 1.097
6 C 1.24 -0.89 0.81  C5 1.507, N7 1.517, H16 1.098, H17 1.100
7 N 1.37 0.09 1.96  C6 1.517, H18 1.007, H19 0.998
8 H 0.75 0.41 -2.15  C1 1.113
9 H -0.88 -0.35 -2.19  C1 1.130
10 H -1.59 1.62 -0.70  C3 1.119
11 H 0.11 1.71 -0.12  C3 1.093
12 H -2.05 -0.43 -0.11  C4 1.111
13 H -1.50 0.40 1.27  C4 1.104
14 H -0.54 -1.83 1.47  C5 1.110
15 H -0.27 -1.97 -0.25  C5 1.097
16 H 1.65 -0.32 -0.04  C6 1.098
17 H 2.03 -1.65 0.96  C6 1.100
18 H 2.13 0.72 1.74  N7 1.007
19 H 0.50 0.50 2.20  N7 0.998

Values from the calculation:
Total charge: -2
Multiplicity: 2
Frontier orbital gap (alpha / beta), eV: 2.7 / 6.7

Electronic structure analysis, Löwdin charges in units of e:
1. C -0.572
2. O -0.430
3. C -0.245
4. C -0.345
5. C -0.379
6. C -0.488
7. N -0.080
8. H 0.065
9. H 0.078
10. H 0.089
11. H 0.078
12. H 0.074
13. H 0.050
14. H 0.015
15. H 0.062
16. H 0.068
17. H -0.002
18. H -0.016
19. H -0.022

=====

--- ii ---
Density functional theory data (wB97M-V/def2-TZVPD) for a gas-phase ion, C5H12NO (charge -2).

Bonds (Å) are listed after each position.
Geometry (Å):
1 C -1.22 2.04 -1.04  N2 1.522, H8 1.207, H9 1.076, H10 1.097
2 N -1.27 0.74 -0.26  C1 1.522, C3 1.462, H11 1.084
3 C -0.31 -0.18 0.35  N2 1.462, C4 1.471, C7 1.561, H12 1.064
4 C 1.11 0.18 0.47  C3 1.471, C5 1.524, H13 1.081, H14 1.135
5 C 2.02 -0.91 1.03  C4 1.524, O6 1.400, H15 1.017, H16 1.188
6 O 1.59 -2.23 0.82  C5 1.400
7 C -0.66 -1.47 -0.46  C3 1.561, H17 1.123, H18 1.115, H19 1.116
8 H -2.16 2.71 -0.68  C1 1.207
9 H -0.26 2.49 -0.87  C1 1.076
10 H -1.23 1.91 -2.12  C1 1.097
11 H -2.24 0.27 -0.16  N2 1.084
12 H -0.53 -0.35 1.37  C3 1.064
13 H 1.16 1.00 1.17  C4 1.081
14 H 1.33 0.46 -0.61  C4 1.135
15 H 1.95 -0.77 2.03  C5 1.017
16 H 3.14 -0.59 0.80  C5 1.188
17 H -0.31 -1.29 -1.51  C7 1.123
18 H -0.34 -2.40 0.07  C7 1.115
19 H -1.77 -1.62 -0.38  C7 1.116

Values from the calculation:
Total charge: -2
Multiplicity: 2
Frontier orbital gap (alpha / beta), eV: 3.0 / 6.6

Electronic structure analysis, Löwdin charges in units of e:
1. C -0.607
2. N -0.138
3. C -0.493
4. C -0.237
5. C -0.497
6. O -0.418
7. C -0.125
8. H -0.051
9. H -0.026
10. H -0.062
11. H 0.084
12. H 0.105
13. H 0.086
14. H 0.112
15. H 0.018
16. H 0.087
17. H 0.079
18. H 0.046
19. H 0.036

=====

Last place for stability: ii